{
  "formula": "C18H20BF4NO4SnTe2",
  "method": "ωB97M-V/def2-TZVPD",
  "elements": ["Sn", "O", "C", "O", "C", "C", "C", "C", "C", "N", "C", "O", "O", "H", "H", "H", "C", "C", "C", "C", "C", "C", "Te", "C", "C", "C", "H", "H", "H", "H", "H", "H", "H", "H", "H", "H", "H", "C", "Te", "C", "H", "H", "H", "H", "H", "H", "F", "B", "F", "F", "F"],
  "positions_angstrom": [[1.183, -0.784, 1.740], [4.195, 2.044, 0.309], [3.247, 1.429, 0.785], [2.892, 0.226, 0.571], [2.352, 2.175, 1.774], [2.517, 3.516, 2.073], [1.634, 4.109, 2.962], [0.614, 3.354, 3.523], [0.513, 2.019, 3.172], [1.375, 1.465, 2.326], [-0.596, 1.109, 3.688], [-1.379, 1.578, 4.517], [-0.594, -0.054, 3.187], [3.325, 4.051, 1.595], [1.735, 5.159, 3.212], [-0.113, 3.761, 4.211], [1.635, -0.620, -6.143], [1.109, -0.441, -4.743], [0.294, 0.628, -4.412], [-0.201, 0.803, -3.120], [-1.088, 1.986, -2.842], [0.130, -0.122, -2.123], [-0.742, 0.114, -0.194], [0.959, -1.215, -2.440], [1.371, -2.240, -1.427], [1.429, -1.348, -3.743], [1.331, 0.209, -6.785], [1.263, -1.546, -6.590], [2.726, -0.671, -6.152], [0.033, 1.356, -5.176], [-1.127, 2.648, -3.709], [-0.729, 2.549, -1.978], [-2.105, 1.669, -2.601], [2.094, -1.812, -0.728], [1.851, -3.100, -1.890], [0.523, -2.606, -0.847], [2.067, -2.195, -3.975], [-5.799, -0.347, 1.740], [-3.794, -0.139, 2.483], [-4.441, 0.284, 4.472], [-6.378, 0.550, 1.950], [-6.290, -1.215, 2.176], [-5.733, -0.482, 0.661], [-4.812, -0.614, 4.959], [-5.212, 1.052, 4.452], [-3.554, 0.660, 4.979], [2.462, -6.195, -0.470], [2.058, -5.788, 0.822], [0.883, -6.482, 1.183], [3.081, -6.088, 1.747], [1.808, -4.400, 0.817]],
  "atomic_forces_ev_per_a": [[-0.1, 0.1, 0.0], [0.0, 0.0, 0.0], [0.0, 0.0, 0.0], [0.0, 0.0, 0.0], [0.0, 0.0, 0.0], [0.0, 0.0, 0.0], [0.0, 0.0, 0.0], [0.0, 0.0, 0.0], [0.0, 0.0, 0.0], [0.0, 0.0, 0.0], [-0.1, 0.0, 0.1], [0.0, 0.0, 0.0], [0.0, 0.0, -0.1], [0.0, 0.0, 0.0], [0.0, 0.0, 0.0], [0.0, 0.0, 0.0], [0.0, 0.0, 0.0], [0.0, 0.0, 0.0], [0.0, 0.0, 0.0], [0.0, 0.0, 0.0], [0.0, 0.0, 0.0], [0.1, -0.1, 0.0], [0.0, 0.0, 0.0], [0.0, 0.0, 0.0], [0.0, 0.0, 0.0], [0.0, 0.0, 0.0], [0.0, 0.0, 0.0], [0.0, 0.0, 0.0], [0.0, 0.0, 0.0], [0.0, 0.0, 0.0], [0.0, 0.0, 0.0], [0.0, 0.0, 0.0], [0.0, 0.0, 0.0], [0.0, 0.0, 0.0], [0.0, 0.0, 0.0], [0.0, 0.0, 0.0], [0.0, 0.0, 0.0], [0.0, 0.0, 0.0], [-0.1, 0.0, 0.0], [0.0, 0.0, 0.0], [0.0, 0.0, 0.0], [0.0, 0.0, 0.0], [0.0, 0.0, 0.0], [0.0, 0.0, 0.0], [0.0, 0.0, 0.0], [0.0, 0.0, 0.0], [0.0, 0.0, 0.0], [0.0, 0.0, 0.0], [0.0, 0.0, 0.0], [0.0, 0.0, 0.0], [0.0, 0.0, 0.0]],
  "charge": -2,
  "e_homo_ev": -2.479,
  "lumo_ev": 3.7,
  "e_above_lowest_kcal_mol": 15.3
}

=====

{
  "formula": "CH4N2O",
  "method": "ωB97M-V/def2-TZVPD",
  "elements": ["C", "N", "N", "O", "H", "H", "H", "H"],
  "positions_angstrom": [[0.234, 0.066, 0.091], [-0.251, -1.123, 0.139], [-0.476, 1.180, 0.148], [2.690, -0.053, 0.160], [-1.194, -1.251, -0.047], [0.412, -1.835, -0.159], [-1.484, 1.038, -0.233], [0.069, 1.977, -0.099]],
  "atomic_forces_ev_per_a": [[4.0, 1.6, 0.7], [1.4, -0.8, -0.4], [-2.6, -2.0, -1.1], [-1.6, 0.1, -0.1], [-2.4, -0.8, -0.3], [-0.4, 0.0, 0.4], [1.9, 1.2, 1.0], [-0.3, 0.7, -0.2]],
  "e_homo_ev": [-8.525, -8.572],
  "lumo_ev": [-0.4, -0.1],
  "e_above_lowest_kcal_mol": 167.6
}

=====

{
  "formula": "C23H28HfN4O2",
  "method": "ωB97M-V/def2-TZVPD",
  "elements": ["N", "C", "C", "H", "H", "H", "N", "C", "C", "H", "H", "H", "N", "C", "C", "H", "H", "H", "Hf", "C", "O", "C", "O", "C", "C", "C", "C", "C", "C", "H", "H", "H", "H", "H", "H", "C", "N", "C", "C", "C", "C", "C", "C", "C", "C", "H", "H", "H", "H", "H", "H", "H", "H", "H", "H", "H", "H", "H"],
  "positions_angstrom": [[-0.570, -1.753, -1.870], [-0.996, -2.829, -1.931], [-1.546, -4.128, -2.165], [-2.292, -4.365, -1.412], [-0.755, -4.864, -2.118], [-2.009, -4.171, -3.150], [1.083, 1.161, -3.016], [1.645, 1.469, -3.988], [2.310, 1.803, -5.251], [3.244, 1.244, -5.403], [2.590, 2.863, -5.318], [1.661, 1.589, -6.112], [-0.355, 2.110, -0.811], [-1.094, 2.916, -0.392], [-1.778, 3.910, 0.349], [-2.183, 4.670, -0.342], [-1.070, 4.364, 1.075], [-2.627, 3.453, 0.893], [-0.670, 0.319, -1.939], [-1.587, 1.644, -3.624], [-1.792, 2.636, -4.288], [-1.244, 0.196, -4.032], [-0.903, -0.287, -5.087], [3.922, -1.186, -0.491], [3.242, -1.172, 0.768], [3.095, 0.106, 1.271], [3.516, 1.235, 0.591], [4.121, 1.198, -0.666], [4.486, -0.070, -1.126], [4.289, -2.142, -0.891], [3.162, -2.059, 1.331], [2.438, 0.148, 2.124], [3.298, 2.161, 1.090], [3.950, 1.955, -1.489], [5.289, -0.199, -1.858], [-0.931, -0.347, 4.592], [0.000, -0.615, 3.472], [1.262, -1.199, 4.016], [-0.642, -1.462, 2.319], [-1.860, -0.828, 1.652], [-3.100, -0.791, 2.308], [-4.236, -0.228, 1.709], [-4.167, 0.297, 0.424], [-2.917, 0.230, -0.252], [-1.827, -0.323, 0.366], [-1.224, -1.310, 5.012], [-1.789, 0.213, 4.232], [-0.370, 0.228, 5.326], [0.212, 0.276, 3.002], [1.032, -2.177, 4.462], [2.013, -1.309, 3.231], [1.638, -0.495, 4.764], [0.179, -1.654, 1.596], [-0.893, -2.422, 2.807], [-3.174, -1.195, 3.305], [-5.173, -0.223, 2.262], [-5.032, 0.813, -0.005], [-2.875, 0.598, -1.324]],
  "atomic_forces_ev_per_a": [[-0.1, -2.3, -0.1], [0.2, 0.4, -0.7], [-0.1, -0.1, 0.2], [-0.1, 0.0, 0.2], [0.4, -0.3, 0.0], [0.0, 0.1, -0.2], [0.5, -0.2, -1.1], [0.3, -0.1, -0.1], [0.2, 0.2, 0.0], [-0.2, -0.2, 0.4], [-0.2, -0.1, 0.4], [-0.1, -0.1, 0.3], [-1.8, 1.9, 0.7], [2.5, -1.3, 0.1], [-1.0, 0.8, 0.3], [0.2, -0.1, 0.4], [-0.3, -0.2, -0.4], [0.4, 0.2, -0.2], [-0.8, 1.2, 2.6], [-1.7, 11.9, -1.4], [0.8, -6.4, 3.2], [2.5, -9.7, -7.0], [-2.1, 3.6, 4.6], [1.7, -1.4, 0.5], [1.8, 1.6, -3.1], [-0.9, -0.7, 0.2], [-0.7, 0.9, -0.2], [-1.4, -0.1, -0.9], [-0.5, -0.9, 0.7], [-0.4, 0.2, 0.3], [-0.7, -1.0, 0.4], [0.6, 0.9, 0.6], [-0.1, 0.5, -0.2], [1.3, 0.1, 1.7], [-0.8, 0.0, -0.3], [-0.1, 0.0, 0.2], [-0.5, 0.1, -1.8], [0.3, -0.3, 0.0], [0.6, -0.4, 0.7], [0.8, -0.3, 0.7], [-0.2, 0.2, -0.6], [0.4, -0.2, 0.0], [0.1, 0.4, -0.3], [0.1, -0.5, 0.6], [0.2, 1.1, -2.1], [-0.1, 0.2, 0.1], [0.1, 0.0, 0.2], [-0.2, 0.0, 0.1], [0.1, -0.2, 0.5], [0.1, 0.4, -0.1], [-0.3, -0.1, 0.2], [0.0, -0.3, 0.0], [-0.5, 0.2, 0.4], [0.0, 0.4, -0.3], [-0.1, -0.2, 0.1], [0.1, 0.1, -0.2], [0.3, -0.4, 0.0], [-0.3, 0.1, 0.0]],
  "charge": 4,
  "e_homo_ev": [-18.935, -18.522],
  "lumo_ev": [-15.7, -16.0],
  "e_above_lowest_kcal_mol": 140.6
}